Entry 1:
{
  "formula": "C5H4Cl2FNS",
  "method": "wB97M-V/def2-TZVPD",
  "largest_force_ev_per_a": 3.55,
  "gap_ev": 8.22,
  "e_above_lowest_kcal_mol": 0.0,
  "homo_ev": -8.74,
  "spin_multiplicity": 1,
  "symbols": ["C", "C", "C", "C", "C", "N", "F", "S", "Cl", "Cl", "H", "H", "H", "H"],
  "coordinates": [[-0.39524, -1.41546, 0.35074], [-1.66186, -1.33195, -0.20026], [-0.39633, 0.08311, -1.30867], [0.38822, -0.52156, -0.37572], [1.79772, 1.43938, 1.26768], [-1.62431, -0.42640, -1.21677], [2.85098, 1.73800, 2.02662], [2.12636, -0.34388, -0.14568], [1.64886, 2.95224, 0.30015], [0.45268, 1.18049, 2.26956], [0.12233, -2.10267, 1.00479], [-2.51260, -1.97810, -0.16148], [-0.31423, 0.89293, -2.03865], [-2.48257, -0.16614, -1.77230]],
  "atomic_forces_ev_per_a": [[-0.64, -0.72, -0.43], [0.30, -1.14, 0.36], [-0.24, 1.96, -1.93], [2.09, 0.43, -0.11], [1.17, -0.05, -2.03], [-2.34, -0.06, -0.27], [0.76, -1.12, 0.32], [-1.31, 2.70, 1.89], [-0.52, -0.67, -0.39], [-0.82, -0.41, 0.28], [-0.82, -0.10, 0.33], [-0.29, -0.14, 0.57], [0.83, -0.38, 0.45], [1.81, -0.31, 0.95]],
  "nbo_charge": [-0.289, -0.081, -0.038, -0.304, 0.212, -0.485, -0.337, 0.193, -0.037, 0.063, 0.243, 0.211, 0.224, 0.426]
}

Entry 2:
{
  "formula": "C35H28BrN10O5PdSSe",
  "method": "wB97M-V/def2-TZVPD",
  "largest_force_ev_per_a": 3.16,
  "gap_ev": [4.05, 4.04],
  "e_above_lowest_kcal_mol": 42.1,
  "homo_ev": [-15.31, -15.31],
  "spin_multiplicity": 1,
  "total_charge": 3,
  "symbols": ["Pd", "Se", "N", "C", "C", "C", "C", "C", "N", "C", "C", "N", "C", "C", "C", "C", "C", "N", "H", "H", "H", "H", "H", "H", "Br", "C", "C", "C", "C", "C", "C", "N", "N", "C", "C", "C", "C", "O", "C", "N", "C", "C", "C", "C", "H", "H", "H", "H", "H", "H", "H", "H", "H", "C", "C", "S", "O", "O", "C", "C", "N", "C", "N", "C", "C", "N", "O", "O", "C", "H", "H", "H", "H", "H", "H", "H", "H", "H", "H", "H", "H", "H"],
  "coordinates": [[1.48424, 1.40243, -1.16105], [6.06574, 7.38523, -1.74105], [6.33204, 5.66223, -1.61995], [5.17874, 5.02753, -1.56725], [5.03244, 3.60283, -1.47445], [6.11034, 2.71253, -1.44765], [5.84234, 1.35993, -1.38535], [4.51884, 0.92353, -1.36765], [3.47724, 1.74993, -1.38545], [3.72354, 3.08203, -1.41645], [2.58574, 3.96353, -1.40815], [1.38584, 3.38353, -1.26055], [0.27504, 4.10573, -1.33115], [0.30974, 5.48533, -1.52205], [1.53064, 6.12703, -1.59865], [2.70484, 5.36133, -1.54995], [4.03264, 5.89473, -1.62585], [4.33014, 7.17353, -1.72685], [7.11484, 3.10153, -1.48245], [6.65084, 0.64583, -1.36765], [4.31224, -0.13987, -1.34765], [-0.66246, 3.56943, -1.22035], [-0.61876, 6.03133, -1.59215], [1.59244, 7.20083, -1.69075], [-7.61686, -4.16827, -7.40705], [-6.45046, -4.01227, -5.93365], [-5.08676, -3.74447, -6.14065], [-4.23446, -3.64177, -5.07775], [-4.74026, -3.72117, -3.74335], [-6.11026, -4.04967, -3.55655], [-6.94576, -4.19567, -4.63165], [-3.99616, -3.41037, -2.70325], [-2.76856, -3.14257, -2.61795], [-2.17326, -2.21027, -1.91325], [-2.89906, -1.28877, -1.10095], [-2.32256, -0.13027, -0.67335], [-0.97276, 0.17353, -0.99195], [-0.46526, 1.34173, -0.80005], [-0.15876, -0.85537, -1.55615], [1.18434, -0.61227, -1.63645], [1.95264, -1.55357, -2.18325], [1.46224, -2.76547, -2.64675], [0.10174, -3.02977, -2.57285], [-0.73826, -2.06327, -2.02435], [-4.71556, -3.60447, -7.14535], [-3.18076, -3.45207, -5.21375], [-6.48526, -4.19137, -2.55545], [-7.98466, -4.44997, -4.48135], [-3.94166, -1.49437, -0.91315], [-2.90066, 0.60433, -0.13405], [3.00914, -1.34027, -2.26045], [2.14364, -3.48207, -3.07335], [-0.30216, -3.96567, -2.92585], [-2.55886, -3.07257, 7.50305], [-2.33496, -2.12037, 6.36935], [-0.63926, -2.43937, 5.71075], [0.32894, -1.92077, 6.62175], [-0.53676, -3.79247, 5.26665], [-0.59386, -1.39617, 4.16885], [0.68324, -0.57207, 4.22705], [0.82234, 0.33233, 3.10565], [1.64604, 0.19123, 2.04925], [1.60024, 1.25823, 1.25605], [0.72354, 2.12813, 1.81965], [0.22004, 1.56643, 2.96685], [-0.81786, 2.09193, 3.79305], [-1.31636, 1.34023, 4.60475], [-1.14626, 3.22753, 3.57575], [2.48174, -0.99737, 1.78535], [-3.56376, -2.93237, 7.91045], [-1.85126, -2.89677, 8.31025], [-2.47886, -4.10267, 7.16075], [-2.31986, -1.07497, 6.66595], [-2.99956, -2.29547, 5.52835], [-1.47706, -0.76297, 4.20855], [-0.63546, -2.09337, 3.33535], [1.55224, -1.23117, 4.25725], [0.66954, 0.00993, 5.15455], [0.48994, 3.09473, 1.41005], [3.10864, -1.24707, 2.63805], [3.12134, -0.79177, 0.93095], [1.84924, -1.85687, 1.57035]],
  "atomic_forces_ev_per_a": [[0.77, 0.02, -0.50], [-0.20, -0.24, -0.03], [0.54, -1.21, 0.10], [0.22, 1.41, -0.09], [-0.45, -0.83, 0.07], [-0.42, -0.10, 0.00], [-0.09, 0.24, -0.05], [0.08, -0.25, -0.02], [0.11, 0.23, -0.07], [0.96, 0.29, -0.09], [0.02, 1.10, -0.05], [0.01, 0.11, -0.21], [-0.29, 0.17, 0.05], [0.18, -0.12, 0.09], [0.03, -0.32, 0.04], [-0.69, -0.68, 0.11], [1.27, 0.63, -0.06], [-1.27, 0.20, 0.03], [0.16, 0.02, 0.00], [-0.04, -0.13, 0.01], [-0.05, 0.13, 0.10], [0.17, 0.14, -0.03], [-0.02, 0.03, 0.05], [0.07, 0.08, -0.07], [0.88, 0.13, 1.07], [-0.90, -0.18, -0.72], [1.05, 0.21, -0.08], [-0.35, 0.46, -0.86], [1.30, 0.69, -0.21], [-0.85, -0.40, 0.04], [-0.04, -0.05, 0.64], [-1.27, -0.71, 1.47], [1.17, 0.28, -0.75], [-1.11, -1.07, -0.71], [-0.03, 1.86, 0.11], [-1.48, -0.73, 0.04], [0.97, 2.67, 0.32], [-1.67, -2.65, -0.42], [1.01, -1.88, -0.79], [-0.80, -0.43, -0.30], [0.07, 0.40, 0.26], [-0.68, -0.15, 0.01], [0.49, 0.19, -0.02], [1.21, 0.64, 0.49], [0.01, -0.15, -0.07], [0.10, 0.00, -0.14], [-0.03, 0.08, 0.17], [-0.04, 0.02, 0.00], [-0.13, -0.02, 0.12], [0.01, 0.06, 0.18], [-0.04, 0.05, 0.00], [0.09, -0.11, -0.03], [-0.03, -0.09, -0.08], [-0.43, -0.27, 0.52], [1.44, -0.12, -0.66], [-1.44, 0.69, -0.73], [0.46, 0.44, 0.44], [-0.07, -0.72, -0.24], [0.04, -0.41, 0.91], [-0.22, -0.43, 0.73], [-0.20, 0.40, -0.14], [-0.15, 0.48, -0.06], [0.14, -0.10, 0.46], [-0.28, -0.22, 0.75], [0.67, 0.16, -0.96], [0.16, -0.33, -0.05], [-0.21, 0.10, 0.43], [-0.19, 0.61, -0.07], [0.01, -0.15, 0.08], [0.11, 0.00, -0.05], [0.06, -0.06, 0.01], [0.05, -0.03, 0.07], [-0.13, 0.12, -0.01], [-0.15, 0.07, -0.08], [0.08, -0.07, -0.17], [0.03, -0.04, -0.03], [-0.03, 0.17, -0.02], [0.18, -0.14, -0.27], [-0.04, 0.03, -0.02], [0.09, -0.05, 0.03], [0.02, 0.00, -0.01], [0.04, -0.21, -0.02]],
  "mulliken_charge": [0.595, 0.442, -0.830, 0.683, 0.290, -0.427, -1.412, -0.015, -0.071, 0.209, 0.021, -0.085, -0.299, -0.996, -0.526, 0.171, 0.852, -0.834, 0.602, 0.459, 0.631, 0.558, 0.471, 0.591, 0.060, 0.229, -0.630, -0.058, 0.460, -0.341, -0.499, -0.637, 0.114, 0.542, -0.597, -1.040, 0.865, -0.309, -0.047, 0.082, -0.037, -1.160, -0.436, 0.574, 0.441, 0.477, 0.480, 0.462, 0.549, 0.569, 0.412, 0.466, 0.591, -1.337, -0.360, 1.202, -0.637, -0.675, -0.576, -1.318, 0.539, 0.913, 0.043, -0.783, -0.069, 1.054, -0.603, -0.613, -1.523, 0.372, 0.366, 0.374, 0.374, 0.381, 0.479, 0.358, 0.435, 0.359, 0.621, 0.598, 0.095, 0.269]
}

Entry 3:
{
  "formula": "C22H19N9O2S",
  "method": "wB97M-V/def2-TZVPD",
  "largest_force_ev_per_a": 1.79,
  "gap_ev": 7.79,
  "e_above_lowest_kcal_mol": 0.0,
  "homo_ev": -8.23,
  "spin_multiplicity": 1,
  "smiles": "COc1ccc2nc(Nc3nc(CSc4nnnn4-c4ccccc4)cc(=O)[nH]3)nc(C)c2c1",
  "symbols": ["C", "O", "C", "C", "C", "C", "N", "C", "N", "C", "N", "C", "C", "S", "C", "N", "N", "N", "N", "C", "C", "C", "C", "C", "C", "C", "C", "O", "N", "N", "C", "C", "C", "C", "H", "H", "H", "H", "H", "H", "H", "H", "H", "H", "H", "H", "H", "H", "H", "H", "H", "H", "H"],
  "coordinates": [[-7.95960, -0.62765, 0.73838], [-7.40846, 0.62734, 0.41705], [-6.09137, 0.70028, 0.10566], [-5.62869, 2.00276, -0.20804], [-4.32945, 2.22902, -0.54386], [-3.41322, 1.15578, -0.58555], [-2.13268, 1.39244, -0.92224], [-1.32109, 0.36586, -0.95073], [-0.01910, 0.64284, -1.29692], [1.05152, -0.20096, -1.33479], [2.22027, 0.33037, -1.56455], [3.28960, -0.50642, -1.57234], [4.60326, 0.18686, -1.70654], [5.19947, 0.59837, -0.01327], [3.88701, 1.66397, 0.43060], [3.82945, 2.93581, 0.11837], [2.68144, 3.38646, 0.58778], [2.02742, 2.47017, 1.16875], [2.74371, 1.34329, 1.11074], [2.21980, 0.12911, 1.57870], [3.02614, -0.97169, 1.83795], [2.43818, -2.16356, 2.22365], [1.06469, -2.25823, 2.36582], [0.26980, -1.14477, 2.14513], [0.84037, 0.05047, 1.75348], [3.18948, -1.84822, -1.36623], [1.90868, -2.45027, -1.10600], [1.67214, -3.61564, -0.86830], [0.86285, -1.51710, -1.12737], [-1.65236, -0.90909, -0.66743], [-2.89096, -1.17818, -0.32734], [-3.19847, -2.60376, -0.01057], [-3.87046, -0.15254, -0.26722], [-5.21959, -0.36236, 0.07747], [-9.01208, -0.44304, 0.94535], [-7.87278, -1.32905, -0.09750], [-7.48620, -1.05750, 1.62679], [-6.34860, 2.80521, -0.17018], [-3.96767, 3.21522, -0.78442], [0.18222, 1.62155, -1.46084], [5.37540, -0.45171, -2.12790], [4.51206, 1.12196, -2.25558], [4.09706, -0.90337, 1.73836], [3.06126, -3.02438, 2.40791], [0.61685, -3.19689, 2.65212], [-0.80083, -1.20617, 2.26963], [0.23909, 0.92852, 1.57544], [4.05665, -2.48692, -1.35913], [-0.09809, -1.81071, -0.91631], [-2.29505, -3.20146, -0.09585], [-3.59158, -2.69045, 1.00108], [-3.94652, -2.98946, -0.70144], [-5.54607, -1.36223, 0.31184]],
  "atomic_forces_ev_per_a": [[-0.09, -0.21, 0.05], [0.12, 0.32, -0.08], [0.21, -0.34, 0.01], [0.09, -0.02, -0.02], [-0.27, -0.03, 0.06], [-0.15, -0.76, 0.16], [0.52, 0.17, -0.14], [-0.77, 0.32, 0.12], [-0.06, 0.24, -0.10], [0.58, -0.41, -0.05], [-0.19, 0.46, -0.19], [-0.35, -0.53, -0.08], [0.11, 0.12, 0.39], [0.18, 0.17, -0.31], [-0.22, -0.35, 0.30], [0.99, -0.36, -0.30], [-0.48, 0.91, -0.09], [-1.00, -0.49, 0.68], [1.30, 1.08, -0.59], [-0.58, -0.66, 0.29], [0.04, 0.13, 0.09], [-0.09, 0.02, 0.03], [-0.03, -0.06, 0.04], [0.06, -0.04, 0.08], [0.10, 0.09, 0.02], [0.15, 0.12, -0.18], [0.14, 0.39, -0.05], [-0.08, -0.38, 0.05], [-0.15, 0.03, -0.10], [-0.04, -0.12, -0.02], [-0.08, 0.21, -0.02], [-0.03, 0.01, -0.01], [0.45, 0.56, -0.19], [-0.50, 0.04, 0.11], [0.07, -0.06, -0.01], [0.02, 0.03, 0.03], [0.01, 0.02, -0.04], [-0.06, 0.12, 0.00], [0.03, 0.13, -0.02], [0.08, -0.14, 0.04], [0.02, 0.00, -0.04], [0.01, -0.11, -0.07], [-0.04, -0.03, 0.00], [0.06, -0.09, 0.00], [-0.04, -0.10, 0.02], [-0.10, 0.00, 0.02], [-0.05, 0.02, -0.01], [0.10, -0.09, 0.01], [0.28, -0.06, 0.00], [0.00, -0.02, 0.00], [-0.07, -0.06, 0.07], [-0.09, -0.08, -0.01], [-0.10, -0.08, 0.04]],
  "nbo_charge": [-0.254, -0.484, 0.300, -0.202, -0.204, 0.266, -0.492, 0.553, -0.582, 0.641, -0.580, 0.232, -0.529, 0.269, 0.159, -0.283, -0.057, -0.065, -0.226, 0.195, -0.236, -0.193, -0.204, -0.197, -0.252, -0.399, 0.648, -0.620, -0.623, -0.543, 0.351, -0.667, -0.173, -0.285, 0.206, 0.178, 0.178, 0.232, 0.232, 0.446, 0.241, 0.253, 0.239, 0.224, 0.220, 0.214, 0.245, 0.230, 0.462, 0.245, 0.231, 0.235, 0.223]
}

Entry 4:
{
  "formula": "C5H6BrN",
  "method": "wB97M-V/def2-TZVPD",
  "largest_force_ev_per_a": 5.66,
  "gap_ev": 11.03,
  "e_above_lowest_kcal_mol": 53.5,
  "homo_ev": -10.50,
  "spin_multiplicity": 1,
  "smiles": "N#CCC1(Br)CC1",
  "symbols": ["N", "C", "C", "C", "Br", "C", "C", "H", "H", "H", "H", "H", "H"],
  "coordinates": [[2.92128, -2.43909, -0.04410], [1.91533, -1.90826, -0.00969], [0.40429, -1.25646, -0.13132], [-0.65269, 0.14302, -0.05940], [-2.39929, -0.64643, -0.05481], [-0.22014, 1.32678, 0.79296], [-0.48493, 1.47291, -0.71780], [-0.14471, -1.64883, 0.72874], [-0.07172, -1.81562, -0.89227], [0.83709, 1.30737, 1.24759], [-1.10227, 1.88744, 1.39709], [-1.41352, 1.92000, -0.90831], [0.41128, 1.65717, -1.34868]],
  "atomic_forces_ev_per_a": [[1.13, -0.66, 0.14], [-4.37, 3.55, -0.62], [-0.57, -0.54, 1.71], [3.20, -0.58, 0.09], [0.19, 0.26, 0.20], [-1.85, 0.83, 1.26], [2.68, -0.99, 0.64], [0.87, -0.56, 0.28], [0.06, -0.53, -1.26], [-1.96, 0.13, -0.89], [2.52, -1.61, -1.06], [-0.80, 0.86, -0.69], [-1.10, -0.16, 0.20]],
  "nbo_charge": [-0.341, 0.292, -0.492, -0.069, 0.076, -0.450, -0.447, 0.243, 0.237, 0.249, 0.235, 0.233, 0.237]
}

Entry 5:
{
  "formula": "C3H8N2O",
  "method": "wB97M-V/def2-TZVPD",
  "largest_force_ev_per_a": 1.55,
  "gap_ev": 10.40,
  "e_above_lowest_kcal_mol": 15.4,
  "homo_ev": -9.47,
  "spin_multiplicity": 1,
  "smiles": "CNC(=O)CN",
  "symbols": ["C", "N", "C", "O", "C", "N", "H", "H", "H", "H", "H", "H", "H", "H"],
  "coordinates": [[-1.31919, -1.76648, -0.27875], [-0.36402, -0.71260, -0.49650], [-0.19186, 0.27838, 0.43432], [-0.69167, 0.23260, 1.53567], [0.82143, 1.32848, -0.02406], [1.74085, 0.78579, -1.00178], [-2.24585, -1.58602, -0.82384], [-1.56091, -1.93228, 0.76143], [-0.87689, -2.71282, -0.61152], [0.08139, -0.54657, -1.38363], [0.23918, 2.09236, -0.55022], [1.37506, 1.74022, 0.81786], [2.24718, -0.00273, -0.61107], [2.44290, 1.41913, -1.35126]],
  "atomic_forces_ev_per_a": [[0.13, -0.86, -0.70], [-0.23, 0.87, 0.92], [0.91, -1.16, -0.50], [-0.25, 0.58, 0.27], [0.00, 0.41, -0.26], [0.36, -1.09, -0.57], [-0.07, -0.07, -0.01], [0.14, 0.53, 0.30], [-0.20, 0.12, -0.19], [-0.06, -0.24, -0.14], [0.09, 0.27, 0.40], [-0.58, 0.17, 0.38], [-0.04, 0.06, -0.01], [-0.20, 0.41, 0.11]],
  "nbo_charge": [-0.419, -0.634, 0.662, -0.619, -0.313, -0.855, 0.191, 0.235, 0.195, 0.416, 0.211, 0.199, 0.360, 0.371]
}

Entry 6:
{
  "formula": "C7H11N",
  "method": "wB97M-V/def2-TZVPD",
  "largest_force_ev_per_a": 1.03,
  "gap_ev": 8.92,
  "e_above_lowest_kcal_mol": 11.5,
  "homo_ev": -7.86,
  "spin_multiplicity": 1,
  "smiles": "CCc1c[nH]c(C)c1",
  "symbols": ["C", "C", "C", "C", "N", "C", "C", "C", "H", "H", "H", "H", "H", "H", "H", "H", "H", "H", "H"],
  "coordinates": [[0.34991, 2.90048, 0.83327], [0.24932, 2.13170, -0.51160], [-0.07137, 0.68878, -0.30593], [-1.23473, 0.18530, 0.21018], [-1.09074, -1.19482, 0.27734], [0.18038, -1.53812, -0.06582], [0.62400, -2.96911, -0.02001], [0.81403, -0.40688, -0.50834], [-0.54433, 3.51020, 0.95744], [0.39683, 2.18905, 1.65242], [1.17375, 3.61202, 0.82803], [1.17829, 2.26439, -1.06552], [-0.47128, 2.66060, -1.13826], [-2.21989, 0.61655, 0.12658], [-1.68735, -1.80205, 0.81267], [1.42886, -3.14521, -0.72455], [0.99511, -3.21215, 0.97864], [-0.21533, -3.63172, -0.21197], [1.80256, -0.38283, -0.94045]],
  "atomic_forces_ev_per_a": [[-0.41, 0.13, -0.58], [0.18, 0.73, 0.00], [0.17, 0.15, -0.19], [-0.26, -0.46, -0.89], [0.04, 0.33, 0.56], [-0.02, -0.49, -0.69], [-0.03, 0.46, 0.58], [0.12, -0.06, 0.37], [-0.14, -0.10, 0.22], [0.28, 0.18, 0.17], [0.22, -0.20, 0.19], [0.18, -0.37, 0.07], [-0.29, -0.27, -0.02], [-0.02, 0.14, 0.64], [-0.14, 0.03, -0.16], [0.00, -0.09, -0.14], [0.09, -0.08, -0.01], [0.00, -0.15, -0.23], [0.04, 0.11, 0.12]],
  "nbo_charge": [-0.601, -0.420, -0.072, -0.117, -0.509, 0.150, -0.637, -0.312, 0.201, 0.215, 0.204, 0.207, 0.207, 0.208, 0.403, 0.229, 0.216, 0.213, 0.216]
}